Entry 1:
A molecular structure, C16H34BNP2Ru, computed with the ωB97M-V functional and the def2-TZVPD basis.

XYZ file:
```
55
Properties=species:S:1:pos:R:3
P 1.367 1.538 0.968
P -1.695 1.779 -1.137
C 0.480 2.969 0.166
C -1.071 2.986 0.024
H 0.954 3.125 -0.817
H 0.740 3.866 0.761
H -1.592 2.897 0.996
H -1.373 3.988 -0.336
C -1.525 2.313 -2.844
H -1.579 1.495 -3.564
H -0.602 2.852 -3.060
H -2.357 2.997 -3.072
C -3.494 1.714 -0.991
H -3.910 2.575 -1.485
H -3.781 1.657 0.051
H -3.817 0.790 -1.465
C 3.096 2.169 0.669
H 3.976 1.524 0.906
H 3.116 3.035 1.324
H 3.129 2.428 -0.383
C 0.656 1.828 2.684
H -0.433 1.656 2.695
H 0.832 2.862 3.024
H 1.126 1.121 3.379
Ru 2.824 -0.112 0.675
C -1.487 -3.075 -1.113
C -1.004 -2.158 -1.985
C 0.056 -1.119 -2.162
C 0.002 -0.301 -0.863
C -1.484 0.097 -0.666
C -2.163 -0.373 0.434
C -2.924 -1.627 0.513
C -1.984 -2.827 0.303
C 3.565 -0.766 2.480
H -1.331 -4.133 -1.370
H -1.728 -2.079 -2.814
H -0.255 -0.458 -2.991
H 1.032 -1.519 -2.475
H 0.362 -0.919 -0.020
H 0.619 0.603 -1.017
H 1.994 -0.330 2.022
H -1.927 0.092 1.412
H -3.719 -1.608 -0.254
H -3.437 -1.750 1.467
H -1.114 -2.684 0.950
H -2.446 -3.762 0.638
H 3.151 -1.669 2.931
H 3.858 -0.038 3.228
H 4.523 -1.080 2.049
B 1.892 -4.241 0.016
C 2.687 -2.964 0.018
N 3.041 -1.851 0.084
H 1.717 -4.420 -1.178
H 0.835 -4.032 0.632
H 2.601 -5.062 0.560
```

- ⟨S²⟩ = 6.026
- E_HOMO (spin up / spin down) (eV) = -13.224 / -13.200
- energy relative to the best compared isomer or geometry (same formula, charge and spin) (kcal/mol) = 73.2
- total charge = +2
- 2S+1 = 5
- largest force on an atom (eV/A) = 4.7
- E_tot (eV) = -40441.6478
- HOMO-LUMO gap (spin up / spin down) (eV) = 5.30 / 4.77

***

Entry 2:
A molecular structure, C21H18N8O2S2V, computed with the ωB97M-V functional and the def2-TZVPD basis.

XYZ file:
```
52
Properties=species:S:1:pos:R:3
V 2.732 -0.157 1.056
S 2.748 0.034 -1.268
C 1.227 -0.826 -1.494
C 0.364 -0.445 -2.520
C -0.888 -1.026 -2.670
C -1.788 -0.530 -3.688
N -2.503 -0.105 -4.484
C -1.282 -2.042 -1.798
C -0.420 -2.451 -0.788
C 0.822 -1.848 -0.597
S 1.814 -2.279 0.797
C -2.600 -2.633 -1.907
N -3.653 -3.094 -1.977
H 0.666 0.343 -3.199
H -0.738 -3.229 -0.105
C 0.714 2.756 -0.209
C 0.386 1.916 0.971
N 1.005 0.812 1.379
C 0.325 0.369 2.514
C -0.688 1.209 2.788
N -0.661 2.153 1.773
C -1.690 3.166 1.564
N -2.967 2.524 1.505
N -3.944 2.854 2.402
N -4.989 2.165 2.131
C -4.710 1.349 1.037
C -5.513 0.415 0.372
C -4.950 -0.258 -0.689
C -3.616 -0.017 -1.093
C -2.817 0.899 -0.446
C -3.411 1.579 0.628
H 1.642 2.408 -0.646
H 0.808 3.806 0.072
H -0.062 2.670 -0.973
H 0.612 -0.537 3.020
H -1.445 1.210 3.557
H -1.475 3.679 0.635
H -1.719 3.881 2.378
H -6.532 0.234 0.694
H -5.530 -0.995 -1.231
H -3.216 -0.575 -1.935
H -1.789 1.064 -0.752
N 6.712 -2.809 -0.290
C 5.581 -1.888 -0.188
C 5.475 -1.369 1.220
O 6.461 -1.640 2.013
O 4.504 -0.741 1.625
H 7.165 -2.752 -1.189
H 6.410 -3.764 -0.162
H 7.081 -2.167 1.447
H 4.608 -2.294 -0.457
H 5.734 -1.022 -0.826
```

- ⟨S²⟩ = 0.762
- E_HOMO (spin up / spin down) (eV) = -6.826 / -6.334
- 2S+1 = 2
- largest force on an atom (eV/A) = 1.4
- E_tot (eV) = -85442.8821
- HOMO-LUMO gap (spin up / spin down) (eV) = 6.66 / 6.18

***

Entry 3:
C2H2OS in the gas phase, computed with the ωB97M-V functional and the def2-TZVPD basis.

XYZ file:
```
6
Properties=species:S:1:pos:R:3
C -0.358 0.876 0.251
C -0.502 0.246 -0.763
O -0.599 1.287 1.475
S -0.373 -0.901 -2.167
H -0.022 2.013 1.825
H -0.513 -1.882 -1.210
```

- E_HOMO (eV) = -8.759
- energy relative to the best compared isomer or geometry (same formula, charge and spin) (kcal/mol) = 39.6
- SMILES = OC#CS
- largest force on an atom (eV/A) = 3.2
- E_tot (eV) = -14985.9945
- HOMO-LUMO gap (eV) = 9.25

***

Entry 4:
2 unconnected molecules or ions with the total composition C4H3Br, computed with the ωB97M-V functional and the def2-TZVPD basis.

XYZ file:
```
8
Properties=species:S:1:pos:R:3
C -2.263 -0.148 0.085
C -1.087 0.026 -0.014
C 1.087 0.610 0.052
C 1.878 -0.403 0.148
Br 3.795 -0.158 0.217
H -3.291 -0.358 0.132
H 1.115 1.669 -0.017
H 1.603 -1.441 0.206
```

- E_HOMO (eV) = -10.135
- energy relative to the best compared isomer or geometry (same formula, charge and spin) (kcal/mol) = 74.1
- largest force on an atom (eV/A) = 5.5
- E_tot (eV) = -74232.7762
- HOMO-LUMO gap (eV) = 9.27

***

Entry 5:
14 unconnected molecules or ions with the total composition C3H33NO14S, computed with the ωB97M-V functional and the def2-TZVPD basis.

XYZ file:
```
52
Properties=species:S:1:pos:R:3
O 2.142 -0.066 2.063
C 2.558 0.257 0.975
C 1.727 0.903 -0.122
C 2.283 2.352 -0.255
S 3.171 2.588 -1.837
N 0.309 0.875 0.105
H 3.602 0.130 0.648
H 2.005 0.449 -1.054
H 1.474 3.076 -0.197
H 3.015 2.619 0.496
H 4.237 1.832 -1.531
H 0.077 1.096 1.065
H -0.196 0.042 -0.182
H -0.862 -2.104 -3.009
H -2.346 -2.162 -3.065
O -1.583 -2.732 -3.114
H -0.154 2.612 -1.000
H -1.674 2.741 -1.355
O -0.790 2.498 -1.687
H -1.970 -1.218 -0.623
H -3.503 -0.974 -0.969
O -2.655 -0.570 -0.846
H -2.227 -2.160 2.189
H -3.243 -1.309 1.374
O -2.776 -2.160 1.421
H -3.998 1.096 1.719
H -3.044 1.147 2.807
O -3.722 0.581 2.434
H -1.149 -3.017 -1.257
H -1.289 -2.725 0.297
O -0.817 -2.446 -0.534
H 1.146 -2.522 1.932
H 1.967 -1.455 2.625
O 1.023 -1.755 2.506
H -0.937 -0.822 3.503
H -0.438 -0.113 2.298
O -1.005 0.060 3.058
H 0.459 3.257 2.828
H 0.741 1.703 2.755
O 0.742 2.531 2.273
H 3.043 -1.537 -1.319
H 4.491 -2.073 -1.271
O 3.940 -1.319 -1.046
H -0.428 0.459 -2.891
H 0.424 0.689 -3.982
O 0.101 -0.058 -3.473
H 0.717 -2.082 -1.126
H 1.203 -1.127 -2.317
O 1.445 -1.907 -1.762
H -1.744 1.906 0.350
H -2.791 1.016 -0.177
O -2.702 1.898 0.276
```

- E_HOMO (eV) = -9.036
- energy relative to the best compared isomer or geometry (same formula, charge and spin) (kcal/mol) = 110.6
- largest force on an atom (eV/A) = 3.8
- E_tot (eV) = -44636.4771
- HOMO-LUMO gap (eV) = 9.12

***

Entry 6:
C6H11P in the gas phase, computed with the ωB97M-V functional and the def2-TZVPD basis.

XYZ file:
```
18
Properties=species:S:1:pos:R:3
C -0.638 -1.419 0.737
C 0.714 -1.761 0.001
C 0.800 0.619 0.794
C -0.500 0.035 0.230
C 0.839 -0.329 -0.313
C -1.598 0.990 -0.124
P 1.660 0.600 -2.141
H -1.537 -1.866 0.223
H -0.484 -1.491 1.807
H 1.387 -2.226 0.596
H 0.345 -2.548 -0.689
H 0.852 1.734 0.716
H 1.040 0.174 1.787
H -2.523 0.755 0.577
H -1.871 0.899 -1.089
H -1.354 1.899 0.145
H 2.281 1.651 -1.350
H 0.445 1.219 -2.316
```

- E_HOMO (eV) = -8.397
- energy relative to the best compared isomer or geometry (same formula, charge and spin) (kcal/mol) = 69.8
- SMILES = C[C@@]12CC[C@]1(P)C2
- largest force on an atom (eV/A) = 6.4
- E_tot (eV) = -15684.8176
- HOMO-LUMO gap (eV) = 9.40